No. 1
{
  "formula": "C10H25N2O",
  "method": "the ωB97M-V functional and the def2-TZVPD basis",
  "gap_ev": [5.36, 7.99],
  "e_tot_ev": -15787.2771,
  "multiplicity": 3,
  "s2": 2.007,
  "max_force_ha_per_bohr": 0.120,
  "homo_energy_ev": [-7.79, -14.13],
  "total_charge": 1,
  "species": ["C", "C", "C", "C", "C", "C", "C", "C", "C", "C", "N", "N", "O", "H", "H", "H", "H", "H", "H", "H", "H", "H", "H", "H", "H", "H", "H", "H", "H", "H", "H", "H", "H", "H", "H", "H", "H", "H"],
  "coordinates": [[4.3522, -1.5672, -1.1858], [-3.7532, -0.9741, -0.5963], [-2.9906, -0.4963, 1.9531], [-1.7180, 1.1528, -1.4158], [3.9734, -0.2756, -0.3638], [2.3648, -0.1120, -0.4918], [1.8871, 1.2424, 0.0091], [1.4780, 1.3824, 1.4425], [-3.0745, -0.0587, 0.4658], [-1.7188, 0.3729, -0.0524], [-0.8911, 1.4058, 1.1468], [-0.7429, -0.7320, -0.1905], [0.1468, 0.7451, 1.6562], [4.2949, -2.4502, -0.6045], [3.6895, -1.7559, -1.9765], [5.4048, -1.6419, -1.5706], [-3.7746, -0.3803, -1.5040], [-3.1944, -1.9572, -0.8452], [-4.7681, -1.3493, -0.4440], [-3.8341, -0.0578, 2.4920], [-2.9970, -1.5810, 1.9679], [-1.9914, -0.1755, 2.3165], [-0.7790, 1.6119, -1.7250], [-2.5698, 1.8131, -1.6078], [-1.8911, 0.3975, -2.0768], [4.5185, 0.5357, -0.7656], [4.4352, -0.4769, 0.5729], [2.1446, -0.2152, -1.5691], [1.9745, -0.8554, 0.3109], [0.9492, 1.5396, -0.5151], [2.6360, 1.9923, -0.1497], [1.3562, 2.4281, 1.8447], [2.1423, 0.9806, 2.1711], [-3.6971, 0.9827, 0.4156], [-1.6858, 1.5436, 1.7453], [-1.1104, -1.5995, 0.2534], [0.1486, -0.5382, 0.1601], [-0.7146, -0.8760, -1.2736]],
  "forces_ev_per_a": [[1.643, 0.801, 0.476], [0.803, -1.410, -0.221], [0.365, 0.038, -1.217], [-0.046, 0.473, 2.598], [-1.192, -2.376, -1.932], [2.269, -0.287, 2.625], [-1.329, 0.723, -0.340], [-0.569, 1.489, 0.879], [-1.145, 2.584, -0.440], [-2.280, -1.364, -5.579], [2.092, 1.463, 1.914], [-3.453, -0.857, -2.579], [0.683, 0.749, 1.633], [-0.314, -0.838, 1.082], [-0.827, 0.079, -1.436], [-0.917, 0.700, 0.243], [-0.151, -0.187, -0.263], [-0.379, 1.525, 0.524], [-0.004, 0.451, 0.578], [0.386, -0.369, 0.312], [-0.221, -0.209, 0.471], [-0.979, -0.337, 0.511], [-0.032, 0.273, 0.399], [0.308, 0.221, 0.647], [-0.328, -2.346, -2.649], [0.123, 1.227, -0.650], [-0.491, 0.259, 1.403], [-0.322, -0.549, 0.776], [0.273, 0.337, -2.061], [0.861, 0.131, -0.184], [0.364, 0.573, -0.461], [0.028, -0.764, -1.044], [0.352, -1.130, 0.457], [1.263, -2.353, 0.205], [0.326, 1.001, 1.652], [0.375, 0.475, -0.262], [1.831, 0.247, 0.485], [0.636, -0.444, 1.447]],
  "lowdin_spin": [0.000, 0.034, 0.014, 0.029, 0.000, 0.004, 0.005, 0.045, 0.048, 0.462, 0.940, 0.061, 0.207, 0.000, 0.000, 0.000, 0.002, 0.003, 0.006, 0.002, 0.002, 0.002, 0.008, -0.001, 0.013, 0.000, 0.000, 0.002, 0.001, 0.003, 0.001, 0.005, 0.001, 0.004, 0.033, 0.010, 0.009, 0.047]
}

No. 2
{
  "formula": "C5H7Cl2P",
  "method": "the ωB97M-V functional and the def2-TZVPD basis",
  "gap_ev": 9.27,
  "e_tot_ev": -39629.3345,
  "max_force_ha_per_bohr": 0.101,
  "homo_energy_ev": -8.79,
  "species": ["C", "C", "C", "C", "C", "P", "Cl", "Cl", "H", "H", "H", "H", "H", "H", "H"],
  "coordinates": [[1.4372, -0.8963, -0.5186], [-0.3347, 0.8090, 0.7061], [0.9251, 0.6844, 1.7047], [-0.5063, -0.3967, -0.1260], [-1.1213, -0.2219, -1.5450], [2.3734, -0.2284, 0.6266], [1.8465, -1.7525, -1.8892], [-1.0267, -1.8061, 0.8352], [-1.1750, 0.8605, 1.2708], [-0.3307, 1.7112, 0.1523], [1.1546, 1.6850, 1.9208], [0.6390, -0.0691, 2.4349], [-0.8603, -0.8926, -2.3137], [-0.8400, 0.7870, -1.8887], [-2.1808, -0.2736, -1.3703]],
  "forces_ev_per_a": [[-3.871, 1.604, 0.990], [3.000, -1.208, 0.326], [-1.051, -2.423, -3.921], [3.866, -1.704, -3.057], [-0.110, 1.315, 2.405], [0.006, 1.339, 1.749], [-0.082, -0.500, -0.500], [-0.287, 0.348, -0.458], [-2.678, 0.287, 2.143], [0.497, 0.760, -0.915], [0.775, 0.935, 1.233], [0.318, 0.666, 0.675], [0.577, -1.242, -0.456], [-0.209, -0.331, 0.167], [-0.750, 0.154, -0.381]],
  "mulliken_charge": [0.341, -0.980, -0.923, 0.546, -1.322, -0.150, -0.150, -0.163, 0.469, 0.405, 0.457, 0.393, 0.394, 0.335, 0.347]
}

No. 3
{
  "formula": "C11H21ClFN4O6S",
  "method": "the ωB97M-V functional and the def2-TZVPD basis",
  "gap_ev": 2.82,
  "e_tot_ev": -56061.0521,
  "max_force_ha_per_bohr": 0.114,
  "homo_energy_ev": -1.59,
  "total_charge": -1,
  "species": ["C", "C", "N", "N", "C", "Cl", "C", "N", "C", "S", "O", "O", "F", "C", "C", "C", "O", "N", "C", "C", "H", "H", "H", "H", "H", "H", "H", "H", "H", "H", "H", "H", "H", "H", "H", "H", "H", "H", "H", "H", "H", "C", "O", "O", "O"],
  "coordinates": [[1.9212, 1.3550, 1.3247], [1.7855, 1.8001, -0.2083], [1.1351, 0.8699, -1.1395], [-0.2375, 0.6651, -1.0290], [-1.0760, 1.8046, -0.5714], [-2.6515, 1.7103, -1.5762], [-1.5480, 1.7469, 0.9533], [-2.3494, 0.5115, 1.1378], [-1.7242, -0.7367, 0.6610], [-3.1553, -1.8048, 0.0326], [-2.8304, -3.2641, 0.0457], [-3.6717, -1.3589, -1.2976], [-4.4592, -1.6221, 1.1172], [-0.4721, -0.6503, -0.3092], [-0.3619, -1.8054, -1.4425], [0.1918, -3.2071, -0.8630], [-0.3452, -4.2824, -1.2493], [1.3325, -3.3434, 0.0555], [0.9497, -3.2223, 1.4897], [2.4926, -2.4926, -0.3174], [2.1174, 2.2771, 1.9882], [2.8795, 0.7162, 1.4042], [1.0668, 0.7292, 1.7376], [1.3936, 2.8973, -0.2046], [2.8768, 1.9183, -0.5774], [1.3403, 1.1051, -2.1179], [-0.5652, 0.4729, -2.0049], [-0.6604, 2.8589, -0.8154], [-2.2786, 2.6310, 1.0790], [-0.7318, 1.9197, 1.7248], [-3.3397, 0.6162, 0.8988], [-1.3730, -1.3054, 1.6077], [0.4689, -0.8146, 0.3370], [0.4718, -1.4530, -2.1655], [-1.2912, -1.9153, -2.0880], [-0.1054, -3.5696, 1.7338], [1.6765, -3.8796, 2.0956], [1.1597, -2.1400, 1.8469], [2.4907, -1.4649, 0.2173], [3.5096, -2.9647, -0.1223], [2.4395, -2.2326, -1.4411], [0.4111, 5.2732, -0.4742], [1.1328, 6.2341, -0.1287], [-0.0210, 5.0750, -1.6700], [0.0052, 4.3423, 0.3248]],
  "forces_ev_per_a": [[1.183, -0.514, -0.203], [1.636, 2.432, 1.374], [2.069, -0.115, -0.621], [-1.921, -0.672, -0.717], [-1.802, 2.622, 0.937], [1.189, -0.163, 0.418], [-0.791, 0.818, -1.046], [0.797, -0.280, 0.163], [-0.585, 0.357, 2.135], [-2.049, -3.813, -3.963], [-0.347, 4.060, 1.128], [1.336, -0.169, 3.942], [2.542, 0.236, -1.375], [0.863, -2.196, 0.021], [1.314, 0.206, 0.121], [-1.915, -3.648, -1.368], [1.734, 4.295, 1.299], [-0.789, 1.438, -0.563], [1.142, -0.044, 1.006], [0.327, 1.412, -0.608], [-0.702, -1.356, -1.223], [-1.500, 0.697, 0.063], [0.961, 0.972, -0.446], [-0.258, -1.517, -0.120], [-1.843, -0.468, 0.290], [-0.144, 0.308, 0.770], [0.073, 0.449, 0.896], [0.270, -0.561, 0.532], [1.459, -1.274, -0.314], [-0.861, -0.437, -1.251], [0.813, 0.016, -0.126], [-0.501, 0.387, -1.715], [-1.694, 0.620, -0.919], [-1.158, -0.409, 1.214], [1.015, -0.181, 1.177], [1.322, 0.509, -0.651], [-1.152, 0.937, -0.828], [-0.643, -1.477, -0.316], [0.007, -1.474, -0.638], [-1.496, 0.273, -0.124], [0.174, -0.618, 1.736], [-0.608, -0.192, -1.487], [0.422, 0.370, 0.438], [0.155, 0.237, -1.688], [-0.043, -2.074, 2.650]],
  "mulliken_charge": [-0.922, 0.093, -0.406, -0.131, 0.386, -0.140, -0.762, -0.278, -0.130, 1.226, -0.561, -0.539, -0.313, 1.283, -1.043, 0.052, -0.550, 0.016, -0.656, -0.503, 0.337, 0.286, 0.119, -0.218, 0.433, 0.313, 0.667, 0.190, 0.379, 0.143, 0.434, 0.282, -0.921, 0.409, 0.422, 0.271, 0.286, 0.219, 0.065, 0.305, 0.261, 0.611, -0.824, -0.835, -0.756]
}

> What is the formula in the third record?

C11H21ClFN4O6S